The following is a quantum chemistry calculation of a molecular structure, C16H27BI2NO6Zr, from OMol25.

Structure (XYZ):
```
54
Properties=species:S:1:pos:R:3:forces:R:3
C -2.733 -0.190 -2.948 -1.08 0.45 -0.25
C -1.594 -0.352 -2.578 2.56 -2.30 1.85
C -0.163 -0.521 -1.881 0.57 -0.42 -1.23
C 0.932 -0.982 -2.889 -1.15 0.07 -0.97
C 0.526 -0.974 -4.373 0.58 0.06 0.40
N 0.387 0.395 -4.996 -1.04 -1.46 0.85
O 0.213 0.880 -1.637 -0.27 -0.39 -1.94
B -0.069 1.362 -0.200 -0.27 -0.92 2.46
C -1.472 2.207 -0.055 0.21 0.08 -1.93
C 1.356 2.077 0.194 -0.53 0.68 -0.70
I 1.999 1.784 2.203 -0.05 0.02 -0.10
C 1.436 3.581 -0.087 -0.17 -0.41 1.92
C 0.669 4.502 0.889 -0.30 0.15 -1.24
I 0.845 4.170 -2.136 -0.45 -0.88 -0.82
O -0.424 0.071 0.383 -0.02 -0.28 -0.80
C -0.177 -1.116 -0.396 -0.38 2.47 1.87
C 1.233 -1.582 0.066 0.01 -1.13 -1.23
C 1.255 -2.428 1.332 -0.01 0.40 0.37
C 0.980 -1.697 2.634 -0.01 -0.43 0.66
O 0.224 -2.541 3.501 -0.57 0.15 -0.23
C -0.610 -1.886 4.374 -2.23 -0.41 0.88
C -0.065 -0.767 5.232 0.11 -0.29 -0.90
O -1.773 -2.242 4.494 2.29 0.27 -0.53
C -1.326 -2.068 -0.104 -0.10 -0.68 -0.56
O -1.822 -1.842 1.175 -0.20 -0.13 0.32
O -2.314 -3.079 1.705 0.59 -0.06 0.22
H -3.783 -0.155 -3.156 -0.38 -0.07 -0.22
H 1.739 -0.268 -2.812 0.53 -0.08 0.46
H 1.279 -1.980 -2.680 0.09 -0.26 0.24
H 1.350 -1.437 -4.898 0.22 -0.09 -0.30
H -0.337 -1.606 -4.546 -0.38 0.06 -0.11
H -0.413 0.330 -5.624 0.12 0.53 -0.43
H 0.215 1.113 -4.293 1.27 0.59 -0.62
H -1.563 3.137 -0.642 -0.21 0.29 0.23
H -1.559 2.491 0.986 0.04 0.13 0.30
H -2.333 1.563 -0.245 -0.32 -0.11 0.10
H 2.111 1.608 -0.424 0.31 -0.28 0.02
H 2.481 3.848 -0.029 0.35 0.25 -0.74
H -0.098 5.048 0.356 -0.29 0.25 0.01
H 1.345 5.252 1.267 0.16 0.08 0.44
H 0.161 3.960 1.668 0.14 -0.18 0.38
H 1.633 -2.208 -0.728 0.15 -0.27 -0.03
H 1.921 -0.754 0.141 -0.01 0.55 0.08
H 0.642 -3.314 1.267 -0.38 -0.18 -0.06
H 2.273 -2.799 1.398 0.30 -0.18 -0.16
H 0.440 -0.763 2.501 -0.03 0.22 -0.28
H 1.924 -1.489 3.134 0.20 0.30 0.02
H -0.098 -1.079 6.262 0.11 -0.21 0.36
H -0.726 0.080 5.134 -0.21 0.33 -0.02
H 0.940 -0.504 4.929 0.25 0.11 0.21
H -0.967 -3.087 -0.201 0.14 -0.34 0.01
H -2.149 -1.962 -0.818 -0.02 0.14 -0.27
H -2.883 -3.475 1.028 -0.36 0.27 -0.13
Zr -1.062 1.687 -2.876 0.13 3.55 2.12
```
Forces are in eV/Å.

Results
Maximum force   0.080 hartree/bohr
Orbital gap   2.14 eV
E_tot   -48923.6158 eV
Total charge   +3
LUMO   -14.5 eV

Atom charges from the Mulliken analysis, given in e for atoms 1 to 6:
1. C -0.720
2. C -1.483
3. C 2.827
4. C -0.741
5. C -1.076
6. N -0.355

The following is a quantum chemistry calculation of a molecular structure, C16H27Br2CuN3O4SSi, from OMol25.

Structure (XYZ):
```
55
Properties=species:S:1:pos:R:3:forces:R:3
Cu 1.426 0.272 0.757 0.09 0.10 -0.22
Br 3.075 0.304 3.398 -0.06 -0.04 0.09
C 4.686 0.676 2.412 0.08 0.00 -0.01
Br 4.668 -0.180 0.692 0.06 -0.01 -0.03
H 5.519 0.282 2.980 -0.02 0.00 -0.02
H 4.744 1.744 2.249 -0.04 -0.05 -0.01
C -1.545 0.276 -1.679 0.01 0.03 -0.05
Si 0.109 1.005 -2.228 -0.02 -0.03 0.03
C 0.039 2.897 -2.154 0.03 -0.02 -0.01
C 0.349 0.529 -4.033 -0.05 0.03 0.04
C 1.546 0.398 -1.229 0.13 0.00 -0.05
H -2.312 1.051 -1.611 -0.02 0.02 -0.01
H -1.492 -0.228 -0.714 0.03 0.01 0.04
H -1.895 -0.452 -2.414 -0.01 -0.03 0.00
H -0.981 3.275 -2.247 -0.04 -0.01 -0.02
H 0.622 3.324 -2.972 0.02 0.00 -0.01
H 0.464 3.285 -1.228 -0.01 0.00 0.06
H -0.482 0.884 -4.647 -0.02 0.01 -0.03
H 0.400 -0.557 -4.140 0.00 -0.03 0.01
H 1.272 0.946 -4.439 0.03 0.02 0.00
H 2.420 1.049 -1.330 0.02 0.01 -0.07
H 1.840 -0.630 -1.455 -0.01 -0.01 -0.05
C -2.841 -6.490 -0.895 -0.03 -0.06 -0.04
C -2.120 -5.347 -0.240 0.04 0.07 -0.01
C -1.527 -4.342 -1.001 -0.01 -0.02 0.01
C -0.841 -3.302 -0.398 -0.01 -0.01 -0.04
C -0.747 -3.258 0.985 -0.05 0.02 -0.09
C -1.328 -4.245 1.762 -0.02 -0.03 0.06
C -2.010 -5.281 1.145 -0.02 -0.01 0.04
S 0.108 -1.919 1.746 0.27 -0.08 0.05
O 0.323 -2.248 3.127 -0.06 -0.06 -0.01
O -0.702 -0.705 1.529 -0.22 0.02 0.09
O 1.354 -1.762 0.942 -0.06 0.23 0.21
H -2.998 -6.303 -1.956 0.00 0.01 -0.01
H -3.814 -6.662 -0.434 0.00 0.01 0.02
H -2.267 -7.413 -0.800 0.00 -0.01 0.00
H -1.600 -4.377 -2.081 0.00 -0.01 -0.01
H -0.373 -2.533 -0.998 0.02 0.03 0.01
H -1.235 -4.200 2.838 0.02 0.02 0.01
H -2.464 -6.054 1.753 0.00 -0.01 0.00
C -1.185 5.003 1.250 -0.06 0.05 0.01
N -0.068 4.102 1.378 0.15 -0.05 0.00
C 1.308 4.531 1.230 0.02 0.05 -0.02
C 2.052 3.198 1.191 -0.14 -0.06 0.08
O 3.249 3.063 1.134 0.03 0.05 -0.05
N 1.113 2.190 1.236 0.12 -0.11 0.02
C -0.095 2.758 1.329 -0.25 -0.16 0.03
N -1.201 2.031 1.381 0.02 0.09 -0.06
H -1.047 5.854 1.917 0.02 0.01 -0.03
H -2.111 4.513 1.544 0.01 -0.01 0.00
H -1.287 5.364 0.224 -0.02 0.00 0.01
H 1.645 5.141 2.069 0.00 0.00 -0.01
H 1.473 5.077 0.298 -0.01 0.01 0.01
H -1.124 1.012 1.427 0.02 0.01 0.01
H -2.109 2.456 1.400 0.01 0.01 0.02
```
Forces are in eV/Å.

Results
Maximum force   0.006 hartree/bohr
Multiplicity   2
Orbital gap (alpha / beta)   8.21 / 8.59 eV
E_tot   -233130.0016 eV
Expectation value of S²   0.76
LUMO (alpha / beta)   0.3 / -0.3 eV

Atom charges from the Mulliken analysis, given in e for atoms 1 to 6:
1. Cu -0.015
2. Br -0.070
3. C -0.473
4. Br -0.083
5. H 0.384
6. H 0.287

The following is a quantum chemistry calculation of a molecular structure, C16H27N2O3, from OMol25.

Structure (XYZ):
```
48
Properties=species:S:1:pos:R:3:forces:R:3
C -2.905 -3.225 -1.046 4.41 -2.56 -3.40
H -1.822 -2.784 -0.993 -1.79 -0.97 0.17
C -3.886 -2.221 -0.606 -4.14 -7.91 -2.66
H -4.041 -1.433 -1.208 -0.18 3.09 -1.73
C -3.737 -2.125 0.726 -1.60 4.78 11.17
H -4.647 -1.477 1.381 1.93 -1.46 -2.17
H -3.689 -2.984 1.627 0.66 1.77 -3.46
O -2.561 -1.213 0.885 -0.33 -1.07 0.99
C -2.475 0.053 0.532 5.59 -1.71 1.63
C -1.065 0.493 0.534 -9.24 9.13 -1.38
C -0.936 2.070 0.276 -0.85 -6.11 -0.32
C -2.040 2.835 -0.085 2.44 -4.67 1.13
C -3.193 2.045 -0.047 1.14 17.49 -3.07
C -3.462 0.989 0.400 -6.41 -14.68 2.69
H -4.513 0.536 0.267 1.43 0.95 0.83
N -4.436 3.101 -0.085 1.85 -2.97 -5.76
H -3.973 3.913 -0.368 0.72 2.43 0.77
H -5.029 3.132 0.685 -1.51 0.13 1.41
H -4.807 2.901 -1.079 -0.84 -0.13 2.35
H -1.780 3.823 -0.095 -0.63 2.77 -0.74
H 0.090 2.228 0.116 1.20 1.45 0.34
C -0.070 -0.318 0.833 7.14 -5.24 -0.85
O 0.061 -1.384 0.213 -0.57 0.89 1.09
O 0.965 0.172 1.564 -1.04 0.21 -1.91
C 2.224 -0.477 1.316 -0.25 -6.36 7.20
H 2.230 -1.152 2.503 0.14 1.44 -2.88
H 2.306 -1.563 0.747 -0.65 3.67 0.41
C 3.482 0.465 1.558 -4.78 -7.51 8.69
N 3.907 0.688 0.449 8.92 4.63 -15.77
C 5.077 -0.100 -0.183 -0.80 4.53 -0.71
C 4.708 -1.396 -0.681 -0.66 -7.02 0.69
H 3.801 -1.576 -1.414 1.64 1.12 1.69
H 4.525 -2.060 0.278 -0.26 0.81 -1.80
H 5.520 -2.080 -1.171 -0.86 1.84 0.71
H 5.345 0.407 -1.142 -0.07 0.68 0.84
H 5.923 0.120 0.490 -0.14 -1.25 -0.22
C 3.238 1.598 -0.681 -1.68 -1.33 17.90
C 2.401 0.939 -1.360 -7.56 -3.60 -12.15
H 1.802 1.713 -2.142 0.62 -1.73 2.31
H 2.953 0.571 -2.246 0.17 -0.85 -0.03
H 1.802 0.090 -1.078 -0.28 0.27 0.75
H 2.400 2.229 0.382 2.09 -0.68 -2.75
H 3.800 2.266 -0.946 6.18 6.88 -3.37
H 4.191 -0.344 2.168 -1.40 2.64 -1.06
H 3.035 1.248 2.093 -0.03 1.64 1.54
H -4.860 -2.872 -0.641 0.85 1.34 -0.47
H -2.886 -4.291 -0.573 -0.35 2.29 -0.08
H -2.979 -3.549 -2.152 -0.21 0.91 1.45
```
Forces are in eV/Å.

Results
Maximum force   0.364 hartree/bohr
Relative energy (zero: lowest compared OMol25 entry of this formula, charge and spin)   19.290 eV
Orbital gap   5.88 eV
E_tot   -26128.3966 eV
Total charge   +1
LUMO   -3.6 eV

Atom charges from the Mulliken analysis, given in e for atoms 1 to 6:
1. C -0.929
2. H 0.116
3. C -0.143
4. H 0.470
5. C -0.619
6. H 0.228

The following is a quantum chemistry calculation of a molecular structure, C16H27N3O5RuS, from OMol25.

Structure (XYZ):
```
53
Properties=species:S:1:pos:R:3:forces:R:3
Ru -1.144 0.550 -0.907 1.00 -0.81 -0.02
N -3.071 0.587 -1.585 -0.48 -0.71 -0.54
C -3.284 -0.190 -2.847 -0.04 0.14 0.02
C -2.239 0.289 -3.859 0.02 -0.17 0.03
C -0.960 0.347 -3.072 0.07 0.90 -0.05
O -0.436 1.484 -2.751 -0.50 -0.21 -0.08
O -0.507 -0.714 -2.523 0.06 0.25 0.38
H -3.706 0.266 -0.860 -0.14 0.09 0.01
H -3.285 1.564 -1.771 -0.12 0.08 0.11
H -4.295 -0.072 -3.234 -0.02 0.07 0.07
H -3.124 -1.237 -2.604 0.05 -0.04 -0.03
H -2.465 1.276 -4.259 -0.04 0.00 0.03
H -2.174 -0.424 -4.679 0.05 0.00 -0.01
C 2.382 3.292 -0.124 0.06 -0.05 -0.04
C 0.978 2.813 -0.385 0.10 0.05 0.12
C -0.057 3.502 0.467 0.01 -0.02 0.08
O 0.832 1.304 -0.143 -0.23 0.09 0.13
H 2.450 4.306 -0.522 0.00 0.01 0.02
H 3.135 2.694 -0.639 -0.03 0.03 -0.03
H 2.624 3.331 0.938 -0.02 0.00 -0.01
H 0.740 2.891 -1.441 -0.05 -0.10 -0.04
H 0.178 3.409 1.529 0.03 0.02 -0.01
H -1.059 3.109 0.301 -0.04 -0.05 -0.06
H -0.075 4.562 0.210 0.03 0.00 0.03
S 1.932 0.510 0.764 0.20 -0.21 -0.35
C 2.739 -0.322 -0.560 -0.07 -0.01 -0.03
N 2.147 -0.341 -1.765 0.36 0.05 0.12
C 2.676 -0.975 -2.832 -0.07 0.09 0.11
C 3.864 -1.641 -2.710 0.03 -0.03 -0.02
C 4.500 -1.644 -1.468 0.04 -0.03 0.03
C 3.943 -0.984 -0.389 0.07 -0.05 0.04
H 1.242 0.122 -1.883 0.02 -0.08 -0.09
H 2.106 -0.910 -3.747 -0.01 -0.02 0.02
H 4.289 -2.147 -3.564 0.01 0.01 0.01
H 5.445 -2.158 -1.348 -0.01 0.01 0.00
H 4.436 -0.963 0.573 0.01 0.00 -0.02
O -2.150 0.535 1.181 0.03 0.37 0.17
C -1.709 -0.603 1.448 -0.02 0.30 -0.12
O -0.947 -1.233 0.669 -0.41 0.07 0.02
C -2.101 -1.233 2.778 0.15 -0.06 0.06
N -1.637 -2.681 2.730 0.07 0.17 0.01
C -0.707 -2.912 3.898 -0.04 0.02 0.00
C -0.110 -1.533 4.115 -0.05 0.01 -0.02
C -1.332 -0.625 3.965 -0.03 -0.03 0.00
H -3.180 -1.181 2.900 -0.02 -0.06 -0.01
H -1.115 -2.733 1.840 -0.01 -0.07 -0.06
H -2.403 -3.349 2.695 -0.04 0.00 0.03
H -0.009 -3.706 3.648 0.03 0.01 -0.01
H -1.315 -3.216 4.747 -0.01 -0.04 0.00
H 0.635 -1.317 3.346 0.02 0.00 0.02
H 0.364 -1.449 5.090 -0.01 0.00 -0.01
H -1.096 0.419 3.775 0.02 -0.01 0.00
H -1.945 -0.673 4.865 -0.02 0.03 -0.02
```
Forces are in eV/Å.

Results
Maximum force   0.025 hartree/bohr
Orbital gap (alpha / beta)   8.09 / 8.09 eV
E_tot   -45140.9403 eV
Total charge   +2
LUMO (alpha / beta)   -5.9 / -5.9 eV

Atom charges from the Mulliken analysis, given in e for atoms 1 to 6:
1. Ru 0.350
2. N -0.504
3. C -0.547
4. C -0.639
5. C 0.729
6. O -0.559

The following is a quantum chemistry calculation of a molecular structure, C16H27N5O5PdS3, from OMol25.

Structure (XYZ):
```
57
Properties=species:S:1:pos:R:3:forces:R:3
Pd -0.614 -1.169 1.413 0.06 -0.10 -0.08
O 0.725 0.889 2.526 0.04 -0.01 0.00
S -0.493 0.977 3.374 -0.15 0.12 -0.17
O -0.146 1.030 4.787 -0.01 -0.22 0.10
O -1.274 -0.356 3.124 0.01 0.20 0.16
O -1.362 2.066 2.947 0.03 -0.03 0.06
C -3.548 1.754 0.991 0.02 -0.02 0.00
S -1.920 1.757 0.247 0.05 0.10 0.06
O -1.529 0.293 0.158 -0.07 -0.09 -0.11
C -2.442 2.099 -1.435 0.00 -0.01 0.00
C -2.666 3.420 -1.796 0.00 0.00 0.01
C -3.062 3.713 -3.092 0.00 0.00 0.00
C -3.213 2.689 -4.019 0.00 0.00 0.00
C -2.968 1.374 -3.651 0.00 0.00 -0.01
C -2.579 1.072 -2.353 0.00 -0.01 0.00
H -4.170 1.045 0.448 0.00 0.00 0.00
H -3.953 2.764 0.930 0.01 0.00 0.01
H -3.391 1.472 2.030 0.01 0.01 0.00
H -2.528 4.215 -1.072 0.00 0.00 0.00
H -3.244 4.739 -3.381 0.00 0.00 0.00
H -3.516 2.920 -5.032 0.00 0.00 0.00
H -3.081 0.579 -4.378 0.00 0.00 0.00
H -2.376 0.056 -2.039 0.00 -0.01 0.00
C 3.338 0.614 -1.689 0.01 0.01 0.00
C 2.437 1.082 -0.568 0.03 -0.03 0.02
N 1.758 -0.068 0.008 -0.18 -0.01 -0.08
C 1.195 -1.028 -0.781 0.11 0.03 0.05
N 0.232 -1.773 -0.307 0.09 0.02 0.02
C -0.326 -2.879 -1.066 -0.04 0.01 0.02
C 0.641 -3.377 -2.121 0.00 -0.01 0.00
C 1.134 -2.190 -2.919 0.01 0.01 -0.01
N 1.737 -1.215 -2.027 -0.02 -0.02 0.00
C 2.501 -0.163 -2.684 0.02 -0.01 0.00
H 4.124 -0.028 -1.285 0.00 0.00 0.00
H 3.810 1.461 -2.187 0.00 0.00 0.00
H 1.716 1.818 -0.945 0.00 0.00 0.00
H 3.002 1.562 0.229 -0.01 0.00 0.00
H 1.276 0.143 0.888 0.00 -0.03 -0.03
H -1.266 -2.560 -1.533 -0.01 0.00 0.01
H -0.576 -3.675 -0.364 0.01 -0.01 0.00
H 0.155 -4.100 -2.777 -0.01 0.00 0.01
H 1.490 -3.869 -1.642 0.00 0.00 -0.01
H 0.310 -1.738 -3.489 -0.01 0.00 0.01
H 1.899 -2.494 -3.636 -0.01 0.01 -0.01
H 1.824 0.516 -3.219 0.00 0.01 0.00
H 3.136 -0.643 -3.432 0.00 0.00 0.00
C 2.789 -0.599 4.569 0.06 0.10 -0.01
N 2.213 -1.578 3.662 -0.12 -0.06 0.00
C 0.989 -2.054 3.803 0.10 0.02 -0.15
N 0.307 -1.827 4.915 -0.22 0.11 0.23
S 0.270 -2.999 2.524 0.08 -0.04 -0.09
H 3.786 -0.351 4.218 0.00 -0.02 0.00
H 2.868 -1.018 5.573 -0.02 0.00 0.00
H 2.177 0.306 4.579 0.01 -0.02 0.04
H 2.617 -1.706 2.749 -0.02 0.01 0.00
H 0.469 -0.951 5.409 0.08 0.04 -0.08
H -0.680 -2.017 4.820 0.03 -0.04 -0.01
```
Forces are in eV/Å.

Results
Maximum force   0.007 hartree/bohr
Relative energy (zero: lowest compared OMol25 entry of this formula, charge and spin)   0.000 eV
Orbital gap   8.55 eV
E_tot   -70705.6495 eV
LUMO   0.3 eV

Atom charges from the Mulliken analysis, given in e for atoms 1 to 6:
1. Pd 0.032
2. O -0.689
3. S 1.241
4. O -0.751
5. O -0.727
6. O -0.730